13
Properties=species:S:1:pos:R:3:lowdin_charge:R:1 method="wB97M-V/def2-TZVPD" gap_ev=8.64 lumo_ev=-0.48 energy_ha=-1889.6014 de_lowest_kj_mol=58.7 max_force_ev_per_a=3.07 spin_multiplicity=1 charge=0 homo_ev=-9.12
C 1.263 -0.382 -0.535 -0.17
C 1.385 0.514 0.667 -0.42
O -2.134 -2.284 -0.203 -0.45
O -1.295 -0.159 0.824 -0.81
P -0.363 1.134 1.175 0.50
S -2.570 -1.018 0.254 0.67
Cl -0.940 2.291 -0.344 0.25
Cl -2.891 0.046 -1.657 0.10
H 1.058 0.133 -1.428 0.06
H 2.238 -0.876 -0.660 0.08
H 0.566 -1.098 -0.161 0.04
H 1.700 1.610 0.558 0.07
H 1.981 0.090 1.510 0.09


12
Properties=species:S:1:pos:R:3:lowdin_charge:R:1 method="wB97M-V/def2-TZVPD" gap_ev=10.32 lumo_ev=0.71 energy_ha=-1855.8547 de_lowest_kj_mol=52.3 max_force_ev_per_a=3.99 spin_multiplicity=1 charge=0 smiles=NPCC(Cl)(Cl)Cl homo_ev=-9.61
N -2.031 0.282 -0.894 -0.29
P -0.845 1.060 0.027 0.75
C 0.214 -0.455 0.495 -0.45
C 1.820 -0.148 -0.103 -1.73
Cl 2.842 -1.606 0.177 0.50
Cl 1.702 0.179 -1.779 0.59
Cl 2.632 1.088 0.792 0.55
H -2.638 -0.426 -0.372 0.08
H -2.572 0.878 -1.413 -0.03
H -1.429 1.073 1.359 -0.07
H 0.206 -0.511 1.648 0.08
H 0.100 -1.414 0.062 0.02


14
Properties=species:S:1:pos:R:3:lowdin_charge:R:1 method="wB97M-V/def2-TZVPD" gap_ev="8.93 / 6.71" lumo_ev="-1.59 / -3.27" energy_ha=-2297.9406 de_lowest_kj_mol=257.8 max_force_ev_per_a=2.39 spin_multiplicity=1 charge=0 homo_ev="-10.52 / -9.97"
C 0.979 -0.788 0.097 -0.23
C -1.320 0.864 -1.012 -0.09
O -4.665 1.671 -0.944 -0.40
O -4.651 -0.864 -1.110 -0.40
Si -0.847 -0.758 -0.219 -0.32
S -4.276 0.376 -0.426 0.44
Cl -1.763 -2.309 -1.204 0.33
Cl -1.776 -0.907 1.592 0.31
Cl -4.979 0.378 1.593 0.24
H 1.283 -0.437 1.116 0.05
H 1.523 -1.756 -0.015 0.05
H 1.425 -0.028 -0.454 -0.01
H -1.281 1.757 -0.434 0.00
H -1.901 0.994 -1.939 0.02


15
Properties=species:S:1:pos:R:3:lowdin_charge:R:1 method="wB97M-V/def2-TZVPD" gap_ev=10.35 lumo_ev=0.52 energy_ha=-2446.0634 de_lowest_kj_mol=26.1 max_force_ev_per_a=3.94 spin_multiplicity=1 charge=0 homo_ev=-9.83
C 0.373 0.721 0.835 -0.13
C -3.676 -0.622 0.032 -1.79
N -0.344 0.713 -1.497 -0.01
N -0.679 0.520 -0.143 -0.39
O -2.348 1.197 1.847 -0.37
P -2.232 0.970 0.404 0.16
Cl -3.134 -2.058 0.660 0.59
Cl -4.076 -0.852 -1.669 0.51
Cl -5.014 -0.105 1.087 0.53
Cl -2.936 2.309 -0.738 0.49
H -0.053 0.639 1.760 0.03
H 1.271 0.087 0.761 0.09
H 0.954 1.680 0.818 0.10
H -0.137 -0.221 -1.817 0.08
H 0.448 1.394 -1.675 0.12


12
Properties=species:S:1:pos:R:3:lowdin_charge:R:1 method="wB97M-V/def2-TZVPD" gap_ev="8.13 / 8.22" lumo_ev="-1.37 / -1.43" energy_ha=-799.1308 de_lowest_kj_mol=455.2 max_force_ev_per_a=3.49 spin_multiplicity=1 charge=0 homo_ev="-9.50 / -9.65"
C -0.873 1.007 -0.923 -0.20
C 0.943 -1.043 0.454 0.08
N -0.916 -0.366 -0.335 -0.46
N 0.915 -0.031 1.452 -0.51
O 1.043 1.132 1.244 0.06
O 0.630 -0.430 2.558 0.06
Cl -1.092 -1.523 -1.596 0.55
H -1.895 1.336 -0.956 0.08
H -0.271 1.782 -0.440 0.08
H -0.719 1.055 -1.932 0.02
H 1.510 -0.831 -0.456 0.10
H 0.725 -2.088 0.930 0.15


12
Properties=species:S:1:pos:R:3:lowdin_charge:R:1 method="wB97M-V/def2-TZVPD" gap_ev=9.04 lumo_ev=0.55 energy_ha=-1122.2198 de_lowest_kj_mol=277.5 max_force_ev_per_a=3.56 spin_multiplicity=1 charge=0 homo_ev=-8.49
O 1.503 -0.910 -1.198 -0.20
N 0.876 -0.891 0.111 0.00
C -0.310 -0.006 0.059 -0.46
C -1.459 -0.055 1.090 -0.48
Cl -2.348 -1.661 1.179 0.49
N -0.241 1.179 -0.485 -0.32
S 1.071 1.378 -1.479 0.82
H 2.385 -0.763 -0.923 0.05
H 0.573 -1.806 0.439 0.11
H -1.027 0.002 2.071 0.05
H -2.077 0.830 0.776 0.10
H 1.053 2.704 -1.639 -0.15


12
Properties=species:S:1:pos:R:3:lowdin_charge:R:1 method="wB97M-V/def2-TZVPD" gap_ev="8.25 / 8.24" lumo_ev="-1.37 / -1.36" energy_ha=-1085.9555 de_lowest_kj_mol=146.7 max_force_ev_per_a=4.50 spin_multiplicity=1 charge=0 homo_ev="-9.62 / -9.60"
C 0.378 -0.188 0.346 -0.29
C -0.416 0.307 -1.014 -0.21
N -0.536 -0.188 1.485 -0.05
O -3.423 -1.771 0.075 -0.35
O -1.696 -0.319 -1.201 -0.33
P -2.663 -0.527 0.167 0.37
Cl -3.744 1.153 0.164 0.37
H 0.867 -1.214 0.216 0.12
H 1.110 0.671 0.690 0.14
H -0.553 1.420 -0.864 0.12
H 0.102 0.114 -1.869 0.07
H -0.583 -1.081 2.017 0.04


11
Properties=species:S:1:pos:R:3:lowdin_charge:R:1 method="wB97M-V/def2-TZVPD" gap_ev=6.95 lumo_ev=3.85 energy_ha=-1031.3127 de_lowest_kj_mol=174.9 max_force_ev_per_a=3.97 spin_multiplicity=1 charge=-1 smiles=C[C@H](Cl)P([O-])O homo_ev=-3.10
C 0.959 0.392 -0.768 -0.27
C -0.145 -0.521 -0.530 -0.88
Cl -0.926 -0.934 -2.154 0.38
P -1.465 0.116 0.695 0.49
O -1.754 -1.063 1.561 -0.57
O -0.155 0.863 1.523 -0.41
H 0.593 1.303 -1.424 0.10
H 1.824 0.017 -1.358 0.06
H 1.282 0.836 0.170 0.04
H 0.120 -1.477 -0.104 0.05
H -0.335 0.467 2.389 0.01


11
Properties=species:S:1:pos:R:3:lowdin_charge:R:1 method="wB97M-V/def2-TZVPD" gap_ev=10.70 lumo_ev=0.61 energy_ha=-765.0606 de_lowest_kj_mol=137.4 max_force_ev_per_a=4.58 spin_multiplicity=1 charge=0 smiles=COC(O)(O)Cl homo_ev=-10.09
C -1.845 0.019 0.183 -0.01
O -0.375 0.369 0.338 -0.20
C 0.936 -0.070 -0.202 -0.94
O 1.845 0.678 0.466 0.03
O 1.080 -0.120 -1.546 0.02
Cl 1.067 -1.837 0.409 0.57
H -2.124 -0.279 1.113 0.03
H -2.172 1.090 0.058 0.11
H -2.241 -0.700 -0.531 0.09
H 1.732 0.837 1.409 0.13
H 2.097 0.013 -1.695 0.18


11
Properties=species:S:1:pos:R:3:lowdin_charge:R:1 method="wB97M-V/def2-TZVPD" gap_ev=10.53 lumo_ev=-0.77 energy_ha=-765.0484 de_lowest_kj_mol=169.6 max_force_ev_per_a=3.67 spin_multiplicity=1 charge=0 smiles="CC(=O)OCl.O" homo_ev=-11.29
C -0.254 1.096 -0.043 0.03
C -0.396 -0.089 -0.914 -0.64
O -0.684 -1.215 -0.641 0.08
O -0.042 0.261 -2.192 -0.44
Cl -0.310 -0.919 -3.474 0.68
H 0.347 1.828 -0.526 0.09
H -1.329 1.349 0.195 0.13
H 0.069 0.728 0.966 0.08
O 0.780 -0.727 2.451 -0.12
H 0.467 -0.841 1.452 0.06
H 1.351 -1.472 2.726 0.04


11
Properties=species:S:1:pos:R:3:lowdin_charge:R:1 method="wB97M-V/def2-TZVPD" gap_ev=9.70 lumo_ev=0.02 energy_ha=-765.0043 de_lowest_kj_mol=285.4 max_force_ev_per_a=2.91 spin_multiplicity=1 charge=0 homo_ev=-9.67
C 0.166 -1.024 -0.887 -0.24
C -0.930 -0.042 -0.506 -0.67
O 0.161 -1.360 0.476 -0.20
O -0.684 1.254 -0.615 0.03
O -0.198 0.765 1.710 -0.13
Cl -2.491 -0.417 0.093 0.81
H -0.307 -1.695 -1.520 0.08
H 1.173 -0.704 -1.192 0.14
H 0.061 -0.147 1.423 -0.01
H -0.891 1.630 0.278 0.11
H -0.144 0.976 2.669 0.08


10
Properties=species:S:1:pos:R:3:lowdin_charge:R:1 method="wB97M-V/def2-TZVPD" gap_ev=8.64 lumo_ev=-0.32 energy_ha=-1012.7086 de_lowest_kj_mol=262.2 max_force_ev_per_a=2.78 spin_multiplicity=1 charge=0 homo_ev=-8.96
C -1.137 1.158 0.006 -0.40
C 1.204 0.075 0.522 -0.93
O 0.166 -2.009 -0.632 -0.10
S 0.602 1.373 -0.407 0.80
Cl 2.863 -0.206 0.221 0.52
H -1.511 1.797 -0.716 -0.02
H -1.578 1.607 0.932 0.06
H -1.432 0.076 0.124 0.06
H -0.234 -1.822 0.256 0.04
H 1.057 -2.051 -0.306 -0.03